DFT (the ωB97M-V functional and the def2-TZVPD basis) results for a cluster of 11 separate species, C34H51Br2F7N12O3P2S2 in total.

Last columns: bonded neighbours and bond lengths (Å).
Positions of all 113 atoms, in Å:
1 C -6.697 -0.466 0.165  C2 1.646, H33 1.193, H34 1.175, H35 1.180
2 C -5.094 -0.813 0.037  C1 1.646, C3 1.659, H36 1.186, H37 1.181
3 C -4.353 -0.079 -1.254  C2 1.659, N4 1.516, H38 1.192, H39 1.184
4 N -3.953 1.356 -0.971  C3 1.516, C5 1.509, H40 1.044
5 C -2.812 1.827 -1.839  N4 1.509, N6 1.548, O9 1.389, H41 1.201
6 N -3.189 3.122 -2.599  C5 1.548, C7 1.393
7 C -3.656 2.788 -3.868  N6 1.393, S8 1.701
8 S -3.914 2.188 -5.438  C7 1.701
9 O -1.511 1.929 -1.366  C5 1.389, C10 1.429
10 C -1.084 2.446 -0.104  O9 1.429, C11 1.621, C15 1.692, C27 1.678
11 C -2.125 3.234 0.855  C10 1.621, F12 1.512, F13 1.513, F14 1.496
12 F -1.491 4.088 1.930  C11 1.512
13 F -3.048 2.372 1.688  C11 1.513
14 F -3.087 4.169 0.191  C11 1.496
15 C 0.283 3.359 -0.503  C10 1.692, C16 1.607, O20 1.462, P25 1.951
16 C 1.487 3.362 0.562  C15 1.607, C17 1.633, H42 1.199, H43 1.195
17 C 1.554 4.531 1.700  C16 1.633, C18 1.675, H44 1.194, H45 1.161
18 C 3.145 4.559 2.221  C17 1.675, Br19 2.018, H46 1.187, H47 1.180
19 Br 4.064 6.284 1.721  C18 2.018
20 O 0.749 2.755 -1.750  C15 1.462, C21 1.423
21 C 1.648 3.475 -2.587  O20 1.423, Br22 2.049, P23 1.949, H48 1.194
22 Br 2.975 2.076 -3.280  C21 2.049
23 P 0.882 4.189 -4.230  C21 1.949, S24 1.978, H49 1.469, H50 1.440
24 S 1.877 5.776 -4.867  P23 1.978
25 P -0.263 5.168 -0.983  C15 1.951, O26 1.576, H51 1.471, H52 1.466
26 O 0.925 6.194 -1.135  P25 1.576
27 C -0.681 1.032 0.706  C10 1.678, F28 1.478, F29 1.517, C30 1.653
28 F -0.398 1.237 2.143  C27 1.478
29 F -1.811 0.022 0.660  C27 1.517
30 C 0.507 0.149 -0.030  C27 1.653, F31 1.511, F32 1.511, H53 1.162
31 F -0.001 -0.643 -1.212  C30 1.511
32 F 0.898 -0.904 0.980  C30 1.511
33 H -6.819 0.696 0.407  C1 1.193
34 H -7.121 -1.098 1.060  C1 1.175
35 H -7.251 -0.735 -0.841  C1 1.180
36 H -4.932 -1.982 -0.086  C2 1.186
37 H -4.518 -0.447 1.001  C2 1.181
38 H -3.354 -0.700 -1.448  C3 1.192
39 H -4.990 -0.176 -2.248  C3 1.184
40 H -4.754 2.014 -1.089  N4 1.044
41 H -2.808 1.025 -2.734  C5 1.201
42 H 2.534 3.488 -0.007  C16 1.199
43 H 1.674 2.351 1.170  C16 1.195
44 H 0.938 4.286 2.693  C17 1.194
45 H 1.329 5.618 1.358  C17 1.161
46 H 3.747 3.620 1.814  C18 1.187
47 H 3.173 4.470 3.397  C18 1.180
48 H 2.374 4.262 -2.059  C21 1.194
49 H 1.074 3.188 -5.289  P23 1.469
50 H -0.539 4.400 -4.147  P23 1.440
51 H -1.120 5.769 0.050  P25 1.471
52 H -1.128 5.081 -2.163  P25 1.466
53 H 1.482 0.731 -0.277  C30 1.162
54 C 7.256 2.010 1.088  C55 1.473, H57 1.095, H58 1.095, H59 1.095
55 C 5.788 1.899 1.063  C54 1.473, N56 1.163
56 N 4.628 1.811 1.044  C55 1.163
57 H 7.583 2.949 1.548  C54 1.095
58 H 7.714 1.194 1.657  C54 1.095
59 H 7.681 1.979 0.079  C54 1.095
60 C 5.938 0.700 4.929  C61 1.473, H63 1.095, H64 1.095, H65 1.095
61 C 5.830 2.127 4.582  C60 1.473, N62 1.163
62 N 5.745 3.254 4.307  C61 1.163
63 H 6.291 0.102 4.082  C60 1.095
64 H 6.639 0.536 5.755  C60 1.095
65 H 4.973 0.285 5.238  C60 1.095
66 C 0.476 -0.066 5.315  C67 1.473, H69 1.095, H70 1.095, H71 1.095
67 C 1.689 0.488 5.941  C66 1.473, N68 1.163
68 N 2.647 0.926 6.435  C67 1.163
69 H 0.719 -0.724 4.475  C66 1.095
70 H -0.113 -0.654 6.027  C66 1.095
71 H -0.176 0.724 4.929  C66 1.095
72 C -4.401 -2.343 -5.366  C73 1.473, H75 1.095, H76 1.095, H77 1.095
73 C -4.960 -2.498 -4.012  C72 1.473, N74 1.163
74 N -5.401 -2.620 -2.943  C73 1.163
75 H -5.187 -2.182 -6.112  C72 1.095
76 H -3.718 -1.488 -5.426  C72 1.095
77 H -3.837 -3.229 -5.675  C72 1.095
78 C -8.397 -4.361 -4.723  C79 1.473, H81 1.095, H82 1.095, H83 1.095
79 C -7.890 -3.444 -5.757  C78 1.473, N80 1.163
80 N -7.489 -2.720 -6.575  C79 1.163
81 H -7.959 -4.147 -3.742  C78 1.095
82 H -9.484 -4.288 -4.614  C78 1.095
83 H -8.165 -5.405 -4.959  C78 1.095
84 C -0.457 -4.873 -6.277  C85 1.473, H87 1.095, H88 1.095, H89 1.095
85 C -1.454 -3.962 -6.864  C84 1.473, N86 1.163
86 N -2.242 -3.242 -7.328  C85 1.163
87 H -0.717 -5.149 -5.250  C84 1.095
88 H -0.371 -5.802 -6.850  C84 1.095
89 H 0.538 -4.418 -6.247  C84 1.095
90 C -0.152 -2.936 8.420  C91 1.473, H93 1.095, H94 1.095, H95 1.095
91 C -1.149 -2.025 7.833  C90 1.473, N92 1.163
92 N -1.937 -1.305 7.369  C91 1.163
93 H -0.412 -3.212 9.447  C90 1.095
94 H -0.066 -3.865 7.846  C90 1.095
95 H 0.843 -2.481 8.449  C90 1.095
96 C 4.715 -1.593 -2.531  C97 1.473, H99 1.095, H100 1.095, H101 1.095
97 C 5.222 -0.676 -3.565  C96 1.473, N98 1.163
98 N 5.622 0.049 -4.383  C97 1.163
99 H 5.152 -1.378 -1.550  C96 1.095
100 H 3.627 -1.519 -2.423  C96 1.095
101 H 4.946 -2.637 -2.767  C96 1.095
102 C 1.374 -4.612 11.761  C103 1.473, H105 1.095, H106 1.095, H107 1.095
103 C 1.881 -3.695 10.726  C102 1.473, N104 1.163
104 N 2.281 -2.971 9.909  C103 1.163
105 H 1.812 -4.398 12.742  C102 1.095
106 H 0.286 -4.539 11.869  C102 1.095
107 H 1.605 -5.656 11.525  C102 1.095
108 C 4.337 -4.781 -6.442  C109 1.473, H111 1.095, H112 1.095, H113 1.095
109 C 3.217 -5.735 -6.396  C108 1.473, N110 1.163
110 N 2.331 -6.489 -6.360  C109 1.163
111 H 4.258 -4.026 -5.652  C108 1.095
112 H 5.302 -5.284 -6.313  C108 1.095
113 H 4.376 -4.247 -7.397  C108 1.095

orbital gap: 0.2687 hartree
SMILES: CCCN[C@@H](N=C=S)O[C@@](C(F)(F)F)(C(F)(F)C(F)F)[C@@](CCCBr)(O[C@@H](Br)[PH2]=S)[PH2]=O.CC#N.CC#N.CC#N.CC#N.CC#N.CC#N.CC#N.CC#N.CC#N.CC#N
LUMO energy: -1.11 eV
strongest force on any atom: 0.15523 Eh/bohr